DFT (the ωB97M-V functional and the def2-TZVPD basis) results for a cluster of 13 separate species, C56H122Cl4N12O18P4 in total in a non-equilibrium geometry.

XYZ file:
```
216
Properties=species:S:1:pos:R:3:lowdin_charge:R:1
Cl -12.936 10.197 5.469 0.555
C -11.237 9.973 5.845 -0.701
C -10.889 10.412 7.278 -0.600
Cl -11.185 12.216 7.577 0.470
H -10.510 10.330 5.115 0.077
H -11.049 8.906 5.722 0.064
H -9.808 10.279 7.331 0.060
H -11.281 9.758 8.056 0.074
Cl -8.869 4.136 -11.562 0.542
C -7.458 3.848 -10.529 -0.663
C -7.777 4.072 -9.001 -0.625
Cl -8.732 2.710 -8.317 0.499
H -6.748 4.585 -10.901 0.053
H -6.814 3.024 -10.835 0.073
H -8.344 4.978 -8.788 0.059
H -6.959 4.228 -8.298 0.060
O -2.984 0.737 -0.604 -0.311
P -3.825 0.244 -1.778 0.628
N -3.139 -1.016 -2.716 -0.303
C -3.875 -1.694 -3.809 -0.100
C -1.756 -1.404 -2.470 -0.139
N -4.233 1.439 -2.888 -0.304
C -5.063 2.596 -2.407 -0.106
C -3.053 1.960 -3.558 -0.140
N -5.392 -0.485 -1.361 -0.300
C -6.568 -0.876 -2.216 -0.094
C -5.409 -1.117 -0.040 -0.143
H -3.111 -2.199 -4.400 0.079
H -4.273 -0.937 -4.485 0.075
H -4.598 -2.414 -3.427 0.068
H -1.038 -0.814 -3.039 0.077
H -1.502 -2.460 -2.559 0.077
H -1.471 -1.433 -1.418 0.073
H -5.722 3.086 -3.124 0.078
H -5.685 2.263 -1.576 0.066
H -4.440 3.392 -1.998 0.079
H -2.240 2.139 -2.854 0.081
H -2.700 1.224 -4.280 0.072
H -3.301 2.911 -4.030 0.084
H -6.302 -1.350 -3.161 0.042
H -7.276 -1.581 -1.780 0.078
H -7.040 0.086 -2.418 0.068
H -5.326 -2.198 -0.157 0.075
H -6.328 -0.790 0.446 0.075
H -4.573 -0.789 0.577 0.063
O -12.855 7.167 -4.556 -0.282
P -13.832 6.266 -3.945 0.596
N -15.346 6.931 -3.461 -0.308
C -16.013 7.902 -4.283 -0.143
C -16.059 6.767 -2.128 -0.077
N -13.223 5.499 -2.491 -0.307
C -12.234 4.429 -2.690 -0.117
C -12.984 6.197 -1.273 -0.171
N -14.485 5.080 -4.964 -0.327
C -15.176 3.894 -4.302 -0.058
C -14.337 5.051 -6.340 -0.160
H -15.443 8.156 -5.177 0.074
H -15.669 8.788 -3.749 0.082
H -17.074 7.876 -4.531 0.090
H -15.391 6.656 -1.274 0.043
H -16.855 6.024 -2.080 0.073
H -16.450 7.775 -1.993 0.069
H -12.620 3.446 -2.959 0.064
H -11.625 4.771 -3.527 0.077
H -11.567 4.258 -1.845 0.081
H -13.570 5.640 -0.541 0.083
H -12.019 6.426 -0.819 0.085
H -13.334 7.226 -1.354 0.079
H -14.706 3.753 -3.329 0.048
H -16.195 4.265 -4.190 0.074
H -15.145 2.978 -4.892 0.082
H -13.962 5.963 -6.803 0.084
H -15.297 4.734 -6.748 0.087
H -13.558 4.313 -6.535 0.079
O -7.978 14.130 -12.049 -0.286
P -9.367 13.658 -11.974 0.608
N -9.900 12.526 -10.770 -0.292
C -9.979 13.013 -9.423 -0.150
C -9.646 11.085 -10.736 -0.127
N -9.865 12.929 -13.467 -0.302
C -9.053 13.143 -14.699 -0.099
C -10.963 11.984 -13.648 -0.112
N -10.500 14.921 -11.702 -0.329
C -11.959 14.802 -11.636 -0.106
C -9.974 16.245 -11.270 -0.101
H -10.499 12.385 -8.699 0.086
H -10.617 13.896 -9.372 0.064
H -9.024 13.188 -8.928 0.089
H -9.404 10.557 -11.658 0.068
H -10.475 10.520 -10.309 0.088
H -8.731 10.957 -10.158 0.081
H -9.468 14.037 -15.164 0.080
H -8.028 13.307 -14.366 0.062
H -9.028 12.249 -15.321 0.074
H -11.853 12.455 -13.232 0.053
H -10.963 11.702 -14.701 0.081
H -10.828 11.104 -13.018 0.049
H -12.259 14.483 -10.638 0.071
H -12.470 15.719 -11.930 0.083
H -12.199 14.061 -12.399 0.046
H -9.223 16.065 -10.500 0.065
H -10.739 16.879 -10.822 0.079
H -9.468 16.579 -12.176 0.077
O -4.430 13.965 -2.089 -0.304
P -4.113 12.557 -1.681 0.625
N -3.053 11.685 -2.720 -0.291
C -3.036 11.906 -4.127 -0.163
C -2.324 10.322 -2.368 -0.055
N -5.507 11.510 -1.456 -0.341
C -6.871 11.999 -1.672 -0.091
C -5.401 10.180 -1.446 -0.216
N -3.227 12.506 -0.225 -0.328
C -4.017 12.371 0.994 -0.122
C -1.904 13.177 0.029 -0.080
H -2.587 12.865 -4.384 0.076
H -4.054 11.776 -4.496 0.085
H -2.224 11.391 -4.641 0.076
H -1.414 10.104 -2.928 0.066
H -3.022 9.549 -2.688 0.056
H -2.041 10.415 -1.319 0.061
H -7.662 11.251 -1.733 0.081
H -7.262 12.358 -0.720 0.074
H -6.832 12.773 -2.438 0.078
H -5.180 9.787 -2.439 0.083
H -4.564 9.960 -0.783 0.077
H -6.225 9.652 -0.967 0.097
H -3.319 12.152 1.802 0.080
H -4.347 13.382 1.233 0.079
H -4.868 11.717 0.805 0.069
H -2.145 13.996 0.707 0.072
H -1.452 13.685 -0.823 0.081
H -1.252 12.459 0.527 0.076
O -21.082 10.974 -9.098 0.100
C -20.997 10.262 -10.086 -0.462
O -22.142 9.953 -10.755 0.036
C -21.811 9.222 -11.915 -0.183
C -20.448 8.627 -11.704 -0.166
C -19.833 9.570 -10.711 -0.093
H -21.886 9.850 -12.803 0.127
H -22.546 8.432 -12.063 0.126
H -19.811 8.389 -12.555 0.121
H -20.442 7.693 -11.142 0.118
H -19.326 10.341 -11.290 0.136
H -19.273 9.144 -9.878 0.138
O -21.595 4.209 -6.143 0.111
C -21.948 3.348 -5.373 -0.468
O -21.725 3.530 -4.061 0.028
C -22.274 2.443 -3.314 -0.177
C -23.216 1.711 -4.293 -0.159
C -22.415 1.876 -5.603 -0.046
H -22.750 2.855 -2.424 0.122
H -21.589 1.704 -2.900 0.120
H -24.150 2.265 -4.194 0.112
H -23.570 0.748 -3.925 0.113
H -22.967 1.728 -6.531 0.118
H -21.544 1.222 -5.611 0.126
O -16.840 -2.470 -2.284 0.094
C -15.743 -3.019 -2.233 -0.417
O -14.955 -3.360 -3.316 0.006
C -13.682 -3.797 -2.926 -0.149
C -13.870 -4.193 -1.410 -0.159
C -15.149 -3.583 -0.968 -0.100
H -13.062 -2.905 -3.006 0.120
H -13.332 -4.568 -3.613 0.126
H -12.938 -4.025 -0.870 0.111
H -13.946 -5.276 -1.307 0.107
H -14.942 -2.830 -0.207 0.129
H -15.815 -4.301 -0.489 0.132
O -14.426 3.849 6.164 0.120
C -14.890 2.739 6.288 -0.556
O -14.527 1.932 7.280 0.062
C -15.206 0.667 6.993 -0.129
C -15.484 0.805 5.474 -0.179
C -15.914 2.218 5.431 -0.105
H -16.234 0.489 7.308 0.122
H -14.548 -0.156 7.271 0.126
H -16.231 0.061 5.196 0.123
H -14.494 0.576 5.080 0.126
H -16.966 2.368 5.672 0.151
H -15.732 2.534 4.403 0.139
O -21.908 4.627 6.050 0.048
C -22.136 5.593 5.260 -0.444
O -21.160 6.405 4.901 0.025
C -21.418 7.252 3.788 -0.182
C -22.673 6.749 3.231 -0.148
C -23.372 6.070 4.494 -0.045
H -20.543 7.310 3.140 0.137
H -21.661 8.230 4.202 0.129
H -22.423 5.921 2.568 0.120
H -23.392 7.470 2.842 0.119
H -24.007 5.232 4.205 0.118
H -23.897 6.776 5.138 0.124
O -4.849 4.544 4.905 0.063
C -5.818 3.773 5.172 -0.429
O -6.270 3.667 6.457 0.030
C -7.472 3.048 6.467 -0.231
C -8.060 3.363 5.069 -0.123
C -6.753 3.109 4.231 -0.062
H -8.141 3.592 7.133 0.129
H -7.501 1.977 6.669 0.130
H -8.382 4.403 5.015 0.118
H -8.912 2.737 4.806 0.111
H -6.656 3.540 3.235 0.132
H -6.492 2.066 4.411 0.132
O -14.330 14.650 -2.058 0.092
C -15.345 14.771 -1.373 -0.433
O -15.528 13.938 -0.302 0.026
C -16.852 14.090 0.242 -0.183
C -17.469 15.288 -0.399 -0.169
C -16.686 15.391 -1.728 -0.065
H -16.961 14.238 1.316 0.124
H -17.431 13.193 0.023 0.124
H -17.360 16.189 0.205 0.114
H -18.543 15.111 -0.455 0.115
H -16.420 16.382 -2.095 0.123
H -17.221 14.846 -2.506 0.131
```

Values from the calculation:
DFT total energy (eV): -202027.332
E_HOMO (eV): -7.83
LUMO (Eh): 0.001